Entry 1:
# C10H18O2S2

C10H18O2S2 in the gas phase (wB97M-V/def2-TZVPD, the Open Molecules 2025 dataset).

Results
structure (SMILES) = C1CSC(CC[C@@H]2COCCO2)SC1
molecular weight = 234.39 g/mol
relative energy (zero: lowest compared OMol25 entry of this formula, charge and spin) = 23.2 kcal/mol
max |F| = 2.1 eV/Å

Last column: Mulliken charge in e.
Positions of all 32 atoms, in Å:
C: -1.04 1.05 -0.36  -1.22
C: -0.53 -0.33 -0.87  -0.93
C: 0.96 -0.63 -0.52  0.50
C: 2.08 -0.68 -3.07  -0.70
C: 2.16 -2.18 -3.04  -0.55
C: 1.13 -2.84 -2.11  -0.59
C: -1.33 1.06 1.11  0.48
C: -1.86 2.37 1.70  -0.69
C: -1.57 1.08 3.65  -0.34
C: -0.09 1.05 3.15  -0.46
H: -2.03 1.23 -0.76  0.45
H: -0.37 1.91 -0.70  0.26
H: -1.04 -1.17 -0.45  0.51
H: -0.72 -0.41 -1.93  0.53
H: 1.25 -0.22 0.49  -0.14
H: 1.10 -0.30 -3.36  0.31
H: 2.75 -0.20 -3.79  0.45
H: 3.15 -2.51 -2.71  0.25
H: 2.15 -2.43 -4.12  0.34
H: 0.11 -2.69 -2.50  0.29
H: 1.21 -3.98 -2.02  0.37
H: -2.06 0.23 1.29  0.06
H: -2.73 2.80 1.22  0.36
H: -1.04 3.12 1.54  0.29
H: -1.64 1.34 4.76  0.32
H: -2.19 0.16 3.40  0.23
H: 0.29 2.08 3.38  0.24
H: 0.55 0.30 3.58  0.41
O: -2.15 2.27 3.11  -0.38
O: -0.10 0.80 1.79  -0.36
S: 2.28 0.13 -1.47  -0.17
S: 1.29 -2.40 -0.38  -0.12

Entry 2:
# C17H51BrO7Si

8 unconnected molecules or ions with the total composition C17H51BrO7Si (wB97M-V/def2-TZVPD, the Open Molecules 2025 dataset).

Results
structure (SMILES) = CCCCCCC[SiH2]CCCBr.CO.CO.CO.CO.CO.CO.CO
molecular weight = 475.58 g/mol
E = -4068.32438 a.u.
max |F| = 1.5 eV/Å

Last column: Mulliken charge in e.
Positions of all 77 atoms, in Å:
C: 0.58 -0.34 1.29  -1.20
C: 1.42 0.46 0.25  0.55
C: 1.22 2.01 0.28  -0.77
C: -0.11 2.47 0.98  0.18
C: -0.36 3.95 0.58  -0.93
C: -1.85 4.40 0.63  -0.80
C: -2.86 3.39 -0.03  -0.88
Si: -4.15 2.89 1.30  0.30
C: -5.91 2.67 0.55  -0.56
C: -6.50 1.31 1.09  -0.72
C: -7.53 0.78 0.08  -0.54
Br: -8.19 -0.99 0.68  -0.21
H: 0.88 -1.40 1.19  0.41
H: -0.48 -0.28 1.04  0.35
H: 0.77 -0.03 2.33  0.17
H: 2.49 0.26 0.44  -0.03
H: 1.21 0.12 -0.77  -0.27
H: 1.10 2.33 -0.76  0.34
H: 2.06 2.54 0.75  0.22
H: -0.93 1.79 0.72  -0.06
H: 0.05 2.41 2.07  0.21
H: 0.17 4.57 1.33  0.33
H: 0.13 4.18 -0.37  0.43
H: -1.91 5.34 0.04  0.27
H: -2.19 4.66 1.64  0.43
H: -2.39 2.53 -0.51  0.52
H: -3.45 3.91 -0.81  0.54
H: -4.27 4.03 2.24  -0.18
H: -3.70 1.71 2.04  -0.18
H: -5.77 2.61 -0.55  0.23
H: -6.57 3.52 0.79  0.41
H: -5.65 0.63 1.23  0.45
H: -6.95 1.47 2.08  0.33
H: -7.04 0.65 -0.89  0.39
H: -8.36 1.48 0.00  0.25
C: -8.56 3.14 -2.35  -0.53
O: -8.11 4.31 -1.67  -0.48
H: -7.71 2.49 -2.53  0.17
H: -9.30 2.62 -1.74  0.25
H: -9.01 3.42 -3.31  0.33
H: -8.87 4.87 -1.53  0.28
C: 1.79 -1.58 -3.27  -0.53
O: 1.34 -0.23 -3.37  -0.51
H: 1.67 -1.91 -2.24  0.15
H: 1.19 -2.23 -3.92  0.31
H: 2.84 -1.65 -3.55  0.29
H: 1.45 0.05 -4.28  0.28
C: 3.77 -5.30 -2.63  -0.38
O: 2.88 -4.22 -2.31  -0.43
H: 4.44 -4.97 -3.42  0.22
H: 4.37 -5.56 -1.75  0.25
H: 3.21 -6.17 -2.97  0.10
H: 2.31 -4.53 -1.61  0.26
C: 0.89 -0.03 5.51  -0.51
O: 0.39 -1.22 4.90  -0.50
H: 1.76 0.29 4.95  0.18
H: 0.13 0.75 5.48  0.25
H: 1.17 -0.23 6.55  0.31
H: -0.38 -1.50 5.40  0.29
C: 2.89 -9.09 -3.85  -0.56
O: 1.99 -8.03 -3.53  -0.51
H: 3.55 -8.74 -4.65  0.22
H: 3.49 -9.35 -2.98  0.26
H: 2.34 -9.97 -4.20  0.28
H: 1.41 -8.35 -2.83  0.29
C: 5.61 -0.90 1.19  -0.31
O: 4.98 -1.47 2.34  -0.52
H: 6.56 -1.39 1.03  0.23
H: 4.98 -1.05 0.31  0.19
H: 5.78 0.17 1.36  0.11
H: 4.14 -1.03 2.46  0.28
C: 8.83 1.39 1.19  -0.54
O: 8.79 0.04 0.74  -0.47
H: 7.97 1.57 1.83  0.19
H: 9.74 1.57 1.76  0.28
H: 8.79 2.08 0.34  0.27
H: 9.55 -0.10 0.18  0.28

Entry 3:
# C16H28N2O6S

C16H28N2O6S in the gas phase (wB97M-V/def2-TZVPD, the Open Molecules 2025 dataset).

Results
structure (SMILES) = CCCOC(=O)CCCC[C@H]1SC[C@@H](NC(=O)OC)[C@H]1NC(=O)OC
molecular weight = 376.47 g/mol
relative energy (zero: lowest compared OMol25 entry of this formula, charge and spin) = 7.4 kcal/mol
max |F| = 0.5 eV/Å

Last column: Mulliken charge in e.
Positions of all 53 atoms, in Å:
C: -7.19 2.59 2.77  -1.30
H: -6.75 2.93 3.71  0.34
C: -6.17 1.85 1.93  -0.18
C: -4.98 2.75 1.59  -0.66
H: -5.31 3.64 1.04  0.41
H: -4.46 3.05 2.51  0.37
O: -4.05 2.09 0.73  -0.25
C: -3.14 1.30 1.30  -0.05
O: -3.06 1.12 2.49  -0.60
C: -2.23 0.68 0.26  -0.10
C: -1.45 1.75 -0.51  -0.95
C: -0.57 2.62 0.39  -0.83
C: 0.59 1.91 1.09  -0.98
C: 1.81 1.68 0.21  0.21
C: 1.74 0.49 -0.76  -1.25
N: 0.99 -0.62 -0.24  0.71
C: 0.24 -1.37 -1.07  0.27
O: -0.05 -1.07 -2.20  -0.63
O: -0.20 -2.48 -0.45  -0.45
C: -1.06 -3.31 -1.21  -0.75
H: -0.63 -3.51 -2.19  0.33
H: -1.18 -4.23 -0.64  0.27
H: -2.03 -2.82 -1.35  0.28
H: 1.33 -1.07 0.61  0.42
H: 1.24 0.78 -1.69  0.70
C: 3.21 0.09 -1.07  -0.70
N: 3.30 -1.12 -1.86  -0.05
C: 3.05 -2.37 -1.40  0.56
O: 3.01 -2.73 -0.25  -0.63
O: 2.89 -3.21 -2.45  -0.42
C: 2.70 -4.58 -2.12  -0.65
H: 1.96 -4.67 -1.32  0.31
H: 2.34 -5.06 -3.02  0.23
H: 3.64 -5.02 -1.79  0.29
H: 3.16 -1.01 -2.86  0.33
C: 3.93 -0.01 0.26  -0.77
H: 5.01 0.11 0.16  0.49
H: 3.72 -0.94 0.77  0.31
S: 3.30 1.38 1.26  -0.25
H: 3.66 0.89 -1.67  0.59
H: 2.03 2.58 -0.36  0.53
H: 0.92 2.55 1.92  0.55
H: 0.26 0.97 1.53  0.26
H: -0.17 3.45 -0.20  0.51
H: -1.21 3.06 1.17  0.38
H: -0.85 1.25 -1.27  0.32
H: -2.16 2.40 -1.02  0.54
H: -1.57 -0.02 0.77  0.20
H: -2.85 0.13 -0.44  0.54
H: -6.62 1.51 1.00  0.30
H: -5.80 0.98 2.48  0.28
H: -8.03 1.94 3.01  0.35
H: -7.57 3.46 2.24  0.33

Entry 4:
# C3H11N2

2 unconnected molecules or ions with the total composition C3H11N2 (wB97M-V/def2-TZVPD, the Open Molecules 2025 dataset).

Results
molecular weight = 75.13 g/mol
charge = +1
relative energy (zero: lowest compared OMol25 entry of this formula, charge and spin) = 16.8 kcal/mol
max |F| = 1.0 eV/Å

Last column: Mulliken charge in e.
Positions of all 16 atoms, in Å:
N: 1.98 1.04 0.15  -0.62
H: 0.96 0.54 -0.31  0.42
H: 2.43 0.38 0.78  0.34
H: 2.67 1.37 -0.51  0.34
H: 1.72 1.83 0.74  0.36
C: -0.47 -0.72 1.64  -1.16
C: -0.79 -1.04 0.18  -0.35
C: -1.03 0.51 -1.57  -0.23
N: -0.26 -0.03 -0.74  -0.24
H: -1.03 -1.39 2.29  0.36
H: 0.59 -0.87 1.87  0.28
H: -0.71 0.32 1.89  0.33
H: -1.88 -1.12 0.11  0.40
H: -0.40 -2.02 -0.07  0.25
H: -2.11 0.33 -1.58  0.27
H: -0.67 1.25 -2.27  0.25

Entry 5:
# CH7N2S

2 unconnected molecules or ions with the total composition CH7N2S (wB97M-V/def2-TZVPD, the Open Molecules 2025 dataset).

Results
molecular weight = 79.15 g/mol
charge = -1
relative energy (zero: lowest compared OMol25 entry of this formula, charge and spin) = 23.3 kcal/mol
max |F| = 5.0 eV/Å

Last column: Mulliken charge in e.
Positions of all 11 atoms, in Å:
S: -2.30 -0.25 -0.26  -0.87
H: -2.58 -1.16 -1.24  -0.05
N: 1.00 0.06 -0.82  -0.34
C: 1.55 0.72 0.20  -0.34
N: 1.97 -0.06 1.28  -0.65
H: 1.67 -0.47 -1.42  0.15
H: 0.06 -0.24 -0.69  0.04
H: 2.41 1.35 -0.13  0.32
H: 0.91 1.47 0.68  0.31
H: 1.46 -0.78 1.60  0.23
H: 2.78 -0.53 0.94  0.19

Entry 6:
# H10O5

5 unconnected molecules or ions with the total composition H10O5 (wB97M-V/def2-TZVPD, the Open Molecules 2025 dataset).

Results
structure (SMILES) = O.O.O.O.O
molecular weight = 90.07 g/mol
relative energy (zero: lowest compared OMol25 entry of this formula, charge and spin) = 22.6 kcal/mol
max |F| = 0.6 eV/Å

Last column: Mulliken charge in e.
Positions of all 15 atoms, in Å:
O: 2.99 2.19 28.84  -0.62
H: 3.62 2.92 28.85  0.31
H: 2.82 2.04 27.91  0.31
O: 5.89 2.45 32.62  -0.63
H: 5.12 2.77 33.08  0.30
H: 5.54 1.94 31.89  0.34
O: 7.30 -2.42 28.59  -0.65
H: 7.37 -1.47 28.52  0.31
H: 6.36 -2.58 28.69  0.39
O: 4.69 -2.58 29.50  -0.70
H: 4.91 -2.98 30.35  0.36
H: 3.93 -3.08 29.19  0.29
O: 4.88 0.28 30.56  -0.62
H: 5.05 -0.54 30.10  0.30
H: 3.94 0.40 30.49  0.31